No. 1
Density functional theory data (wB97M-V/def2-TZVPD) for a 3-piece molecular cluster, C4H8N2O overall.

Values from the calculation:
total charge	0
LUMO energy (alpha / beta)	0.026 / 0.026	Ha

Cartesian coordinates (Å):
C: 0.102 0.766 -0.512
C: -1.543 1.989 -0.119
C: 1.667 -1.087 -0.285
C: -0.277 -0.149 0.422
N: 1.530 -2.384 0.074
N: -0.931 -0.851 1.164
O: 2.655 -0.634 -0.817
H: 0.717 -2.669 0.591
H: 2.320 -3.018 0.021
H: -1.803 -0.501 1.553
H: -0.061 0.512 -1.550
H: 0.910 1.438 -0.261
H: -1.311 2.794 -0.809
H: -1.517 2.323 0.915
H: -2.461 1.471 -0.385



No. 2
Density functional theory data (wB97M-V/def2-TZVPD) for a 5-piece molecular cluster, C6H15NO4 overall.

Values from the calculation:
total charge	0
LUMO energy	0.016	Ha
structure (SMILES)	Nc1ccccc1.O.O.O.O

Cartesian coordinates (Å):
N: -0.096 -1.445 1.662
C: -0.200 -0.379 0.745
C: -1.167 0.708 1.048
C: -1.310 1.868 0.297
C: -0.528 1.901 -0.870
C: 0.171 0.762 -1.318
C: 0.368 -0.426 -0.524
H: -0.242 -1.362 2.586
H: 0.131 -2.392 1.340
H: -1.581 0.634 2.025
H: -1.809 2.860 0.550
H: -0.416 2.806 -1.411
H: 0.309 0.686 -2.388
H: 0.750 -1.416 -0.842
H: -0.810 -3.071 -1.934
H: -2.223 -2.903 -1.389
O: -1.509 -3.542 -1.448
H: -1.806 -0.220 -1.857
H: -2.463 -0.450 -0.621
O: -1.965 -0.921 -1.262
H: 3.049 1.234 2.380
H: 2.594 0.144 3.013
O: 2.883 0.983 3.298
H: 2.782 0.788 -1.909
H: 1.980 2.024 -1.703
O: 2.643 1.499 -1.307



No. 3
Density functional theory data (wB97M-V/def2-TZVPD) for C6H8HgO6 as an isolated structure.

Values from the calculation:
multiplicity	3
total charge	0
LUMO energy (alpha / beta)	0.004 / -0.033	Ha

Cartesian coordinates (Å):
O: 0.284 -0.463 2.505
C: -0.934 -0.628 3.174
O: -1.259 0.202 4.025
O: -1.491 -1.703 2.844
C: 1.092 0.675 2.803
H: 1.050 0.875 3.889
H: 2.126 0.365 2.594
C: 0.739 1.888 2.022
H: 0.963 1.972 0.959
H: 0.714 2.848 2.542
O: 1.460 -0.979 -2.307
C: 0.485 -1.789 -1.912
C: 0.909 0.122 -3.047
O: 0.460 -2.322 -0.824
O: -0.593 -1.610 -2.659
C: -0.474 -0.403 -3.439
Hg: -0.083 -2.433 1.272
H: 0.902 1.060 -2.336
H: -0.570 -0.654 -4.500
H: -1.286 0.270 -3.140
H: 1.571 0.320 -3.895



Calculated energy relative to the best compared isomer or geometry (same formula, charge and spin) (kJ/mol), listed in the same order as above: 555.7 144.9 28.2
Calculated largest force on an atom (eV Å⁻¹), listed in the same order as above: 6.420 4.800 3.393